Molecular formula: C39H42N3O4V
Method: DFT, ωB97M-V with the def2-TZVPD basis set

CARTESIAN COORDINATES (ANGSTROEM)
V  -0.21  -0.04  0.00
O  -2.29  2.54  2.34
C  -1.81  1.58  1.76
O  -1.54  1.46  0.52
C  -1.56  0.31  2.58
C  -1.99  0.18  3.88
C  -1.85  -1.04  4.49
C  -1.30  -2.14  3.81
C  -1.30  -3.42  4.54
C  -0.72  -4.59  4.30
C  0.19  -5.02  3.20
C  -0.32  -2.97  1.56
C  -0.86  -1.92  2.50
N  -0.97  -0.70  1.94
H  -2.44  1.04  4.37
H  -2.19  -1.19  5.51
H  -1.90  -3.38  5.44
H  -0.92  -5.37  5.03
H  -0.29  -5.84  2.66
H  0.35  -2.39  0.92
C  3.64  1.96  -2.32
C  2.31  2.21  -1.60
C  2.48  3.21  -0.47
C  1.22  2.67  -2.55
C  1.38  3.86  -3.25
C  0.39  4.35  -4.08
C  -0.80  3.65  -4.18
C  -1.01  2.45  -3.51
C  -2.40  1.83  -3.64
C  -2.54  0.85  -4.81
C  -3.00  1.24  -2.36
C  0.04  1.93  -2.73
N  -0.09  0.66  -2.12
C  -0.19  -0.36  -2.91
C  -0.54  -1.64  -2.40
C  -0.60  -2.89  -3.02
C  -0.94  -3.79  -2.01
C  -1.08  -3.05  -0.83
N  -0.86  -1.75  -1.07
C  -1.43  -3.53  0.57
C  -2.84  -3.01  0.91
C  0.67  -3.94  2.23
C  -1.52  -5.06  0.57
H  4.36  1.54  -1.62
H  4.05  2.88  -2.73
H  3.51  1.25  -3.14
H  1.99  1.26  -1.17
H  2.76  4.20  -0.86
H  3.28  2.88  0.21
H  1.56  3.32  0.10
H  2.31  4.42  -3.13
H  0.52  5.28  -4.61
H  -1.61  4.05  -4.78
H  -3.04  2.69  -3.89
H  -2.14  -0.13  -4.56
H  -2.02  1.23  -5.70
H  -3.59  0.72  -5.07
H  -2.61  0.24  -2.15
H  -4.08  1.15  -2.48
H  -2.79  1.86  -1.49
H  -0.04  -0.24  -3.98
H  -0.39  -3.11  -4.06
H  -1.07  -4.86  -2.12
H  -2.90  -1.93  0.79
H  -3.12  -3.27  1.93
H  -3.55  -3.46  0.23
H  1.39  -3.31  2.76
H  1.24  -4.43  1.44
H  1.08  -5.47  3.66
H  -2.19  -5.37  -0.23
H  -1.95  -5.42  1.51
H  -0.55  -5.53  0.40
C  2.81  1.70  3.06
C  2.34  0.94  1.84
O  1.15  1.01  1.56
C  3.31  0.19  1.06
C  4.69  0.38  1.25
C  5.64  -0.28  0.51
C  5.21  -1.20  -0.46
C  3.88  -1.44  -0.67
C  2.87  -0.76  0.07
O  1.64  -1.01  -0.15
H  1.93  2.04  3.60
H  3.38  2.58  2.76
H  3.43  1.09  3.70
H  5.02  1.10  2.00
H  6.69  -0.09  0.67
H  5.95  -1.73  -1.06
H  3.54  -2.14  -1.42

Calculated values
charge = -1
gap between HOMO and LUMO (spin up / spin down) = 5.94 / 7.21 eV
E = -2920.805901 hartree
2S+1 = 4
energy above the lowest of the compared OMol25 structures with the same formula, charge and spin = 0.0 kcal/mol
HOMO (spin up / spin down) = -3.373 / -4.647 eV

How positive or negative is each atom? The Mulliken charges in e answer that: V 0.306; O -0.844; C -0.170; O -0.571; C 0.295; C -1.052; C -1.061; C 2.364; C -0.539; C -0.906; C -1.103; C 2.349; C -1.570; N 1.410; H 0.567; H 0.379; H 0.280; H 0.354; H 0.425; H -0.718; C -1.696; C 3.542; C -1.625; C 0.372; C -0.493; C -1.459; C -0.949; C 0.477; C 0.399; C -1.391; C -1.492; C -0.945; N 1.650; C -0.904; C 0.270; C -1.958; C -1.050; C -0.978; N 1.090; C 3.439; C -1.754; C -2.104; C -2.973; H 0.334; H 0.330; H 0.370; H -1.847; H 0.456; H 0.361; H 0.264; H 0.368; H 0.339; H 0.424; H 0.610; H 0.257; H 0.305; H 0.429; H 0.040; H 0.470; H 0.317; H 0.687; H 0.511; H 0.505; H 0.134; H 0.326; H 0.558; H 0.619; H 0.499; H 0.561; H 0.633; H 0.500; H 0.413; C -2.018; C 0.801; O 0.147; C 1.201; C -0.854; C -0.994; C -0.544; C -0.950; C -0.474; O 0.424; H 0.399; H 0.353; H 0.466; H 0.362; H 0.357; H 0.399; H 0.490